Record 1
Computed, not measured: C8H10 in the gas phase in a non-equilibrium geometry, with ωB97M-V/def2-TZVPD.

## Properties
orbital gap = 9.169 eV
energy relative to the best compared isomer or geometry (same formula, charge and spin) = 79.6 kcal/mol
SMILES = C#CC1=CCCCC1
highest occupied orbital energy = -8.31 eV
E_tot = -310.70875 Eh
F_max = 0.123 hartree/bohr
2S+1 = 1

Geometry (Å):
C1 2.158377 -0.166768 -2.898503
C2 1.407816 -0.028743 -1.978399
C3 0.554940 0.058769 -0.912299
C4 -0.842797 0.349842 -1.187225
C5 -1.736975 0.392954 0.080762
C6 -1.093472 0.258360 1.492909
C7 0.208612 -0.646628 1.566871
C8 1.211535 -0.097415 0.522046
H1 2.729802 -0.258374 -3.864313
H2 -1.178412 0.197017 -2.197489
H3 -2.341721 1.314148 0.130807
H4 -2.468598 -0.380379 0.048952
H5 -1.740223 -0.296055 2.156578
H6 -0.965234 1.270021 1.900635
H7 0.683043 -0.508527 2.561334
H8 -0.202585 -1.558465 1.342758
H9 1.600267 0.889026 0.831359
H10 2.015626 -0.788785 0.403218

Forces on atoms 1 to 6 (eV/Å):
C 1.461 -0.158 -2.728
C 1.030 -0.400 -1.232
C -4.880 1.379 1.647
C 4.583 -1.877 3.948
C 0.124 0.624 -0.251
C 1.357 -0.150 -0.154

=====

Record 2
Computed, not measured: a molecular structure, C8H10AsBF4OPtS5 in a non-equilibrium geometry, with ωB97M-V/def2-TZVPD.

## Properties
orbital gap (spin up / spin down) = 5.919 / 5.366 eV
energy relative to the best compared isomer or geometry (same formula, charge and spin) = 11.4 kcal/mol
charge = -2
highest occupied orbital energy (spin up / spin down) = -1.65 / -1.64 eV
E_tot = -5156.73145 Eh
F_max = 0.033 hartree/bohr
2S+1 = 3

Geometry (Å):
Pt1 -0.175157 0.370027 0.310720
S1 0.977352 -3.347392 2.621723
As1 -0.705564 -2.253032 1.920870
S2 -0.544223 -0.117644 2.561534
S3 -0.626521 -1.939439 -0.275599
S4 -2.509182 -3.142709 2.560727
F1 -1.081701 2.531862 -0.446913
B1 -1.610802 3.631421 -1.212844
F2 -0.655118 4.009381 -2.172154
F3 -1.851086 4.702461 -0.332337
F4 -2.797223 3.227566 -1.831541
C1 3.874098 1.911014 4.534962
C2 3.458720 1.321118 3.211796
C3 3.016313 2.133567 2.172461
C4 2.640576 1.589647 0.953800
C5 2.711026 0.212894 0.780049
C6 3.140017 -0.616717 1.802117
C7 3.505090 -0.056138 3.014602
S5 2.267429 -0.481553 -0.824483
C8 4.004313 -0.300978 -1.425788
O1 1.524266 0.597099 -1.548533
H1 4.076726 2.978222 4.440408
H2 4.772434 1.417686 4.909412
H3 3.088817 1.781297 5.283684
H4 2.938715 3.203560 2.331027
H5 2.305733 2.222849 0.138832
H6 3.113303 -1.692979 1.683992
H7 3.789473 -0.707928 3.832980
H8 4.305324 0.740298 -1.321263
H9 4.010233 -0.594456 -2.475410
H10 4.638293 -0.957455 -0.831313

Forces on atoms 1 to 6 (eV/Å):
Pt -0.913 -0.083 0.655
S 0.212 0.277 -0.054
As -0.203 -1.535 0.214
S 0.304 0.483 -1.249
S -0.058 0.512 0.381
S -0.078 0.308 -0.061

=====

Record 3
Computed, not measured: a molecular structure, C8H10AuCl3GeN2O2S2, with ωB97M-V/def2-TZVPD.

## Properties
orbital gap (spin up / spin down) = 6.972 / 4.847 eV
energy relative to the best compared isomer or geometry (same formula, charge and spin) = 10.4 kcal/mol
charge = +1
highest occupied orbital energy (spin up / spin down) = -12.96 / -12.68 eV
E_tot = -4960.13457 Eh
F_max = 0.009 hartree/bohr
2S+1 = 2

Geometry (Å):
Au1 0.621310 -0.490046 -0.475718
C1 -1.312678 -2.632571 0.730060
O1 -1.227242 -1.814463 -0.453411
C2 -2.472449 -1.190939 -0.828731
C3 -2.561296 0.184379 -0.219482
O2 -1.427374 0.882883 -0.708286
C4 -1.371924 2.256327 -0.311335
H1 -2.085407 -3.384974 0.580541
H2 -1.543826 -2.029501 1.610313
H3 -0.348987 -3.120329 0.851599
H4 -3.300619 -1.829403 -0.522669
H5 -2.454070 -1.119165 -1.916179
H6 -2.537628 0.145710 0.876740
H7 -3.484435 0.680998 -0.529710
H8 -2.243684 2.787718 -0.694479
H9 -0.469860 2.678922 -0.746206
H10 -1.337017 2.341412 0.777771
S1 1.067861 -0.159356 1.928182
C5 2.552320 0.587109 1.392591
S2 2.833791 -0.130530 -0.185192
C6 3.372781 1.408390 2.065964
C7 4.581453 1.867565 1.453254
N1 5.555807 2.227647 0.963823
C8 3.016316 1.834378 3.384977
N2 2.688265 2.194441 4.424877
Cl1 -0.072785 0.595354 -3.896642
Ge1 0.935826 -0.955871 -2.879487
Cl2 0.041205 -2.823199 -3.284833
Cl3 2.984346 -0.992884 -3.388321

Forces on atoms 1 to 6 (eV/Å):
Au -0.337 -0.297 -0.085
C -0.002 0.005 -0.021
O -0.039 0.101 0.010
C 0.020 0.002 -0.018
C 0.032 -0.008 -0.012
O 0.020 0.098 0.015

=====

Record 4
Computed, not measured: a molecular structure, C8H10BF10O4Sn in a non-equilibrium geometry, with ωB97M-V/def2-TZVPD.

## Properties
orbital gap (spin up / spin down) = 6.434 / 10.292 eV
highest occupied orbital energy (spin up / spin down) = -7.77 / -11.52 eV
E_tot = -1849.76636 Eh
F_max = 0.124 hartree/bohr
2S+1 = 2

Geometry (Å):
Sn1 -0.182719 -1.333636 -1.748109
B1 -0.233705 0.772694 0.750261
F1 0.000267 1.678199 1.700692
F2 0.924443 0.114579 0.454605
F3 -1.173770 -0.199392 1.132244
F4 -0.516698 1.309216 -0.453240
C1 -4.727937 1.588372 2.099832
C2 -3.825066 0.913530 1.091828
O1 -4.628743 0.363745 0.018215
C3 -4.040026 -0.327240 -0.941306
O2 -2.824447 -0.162484 -1.205713
C4 -5.028280 -1.020751 -1.956233
F5 -5.290126 -2.207308 -1.489862
F6 -6.161663 -0.306590 -2.107238
F7 -4.503576 -1.108695 -3.215081
H1 -4.094902 2.283970 2.650738
H2 -5.201230 0.786000 2.665785
H3 -5.420497 2.212108 1.534664
H4 -3.328960 0.168901 1.714327
H5 -3.134896 1.666154 0.710591
C5 5.086974 1.367818 0.893657
C6 3.963478 0.659124 0.171890
O3 4.473526 -0.577345 -0.106969
C7 3.905482 -1.455778 -1.023237
O4 2.798156 -1.354099 -1.612706
C8 4.845851 -2.712570 -1.234233
F8 5.658768 -2.929428 -0.148255
F9 4.086687 -3.777890 -1.372104
F10 5.781774 -2.725000 -2.209969
H6 5.238701 0.842338 1.836504
H7 4.771078 2.398964 1.051969
H8 6.030003 1.369786 0.347035
H9 3.685475 1.089520 -0.790180
H10 3.066579 0.613186 0.789596

Forces on atoms 1 to 6 (eV/Å):
Sn 0.015 1.045 0.899
B -0.368 -0.788 0.701
F -0.147 1.431 1.526
F 2.802 -2.513 -0.389
F -0.313 -0.239 0.047
F -1.792 1.350 -2.476

=====

Record 5
Computed, not measured: 2 unconnected molecules or ions with the total composition C8H10BrF in a non-equilibrium geometry, with ωB97M-V/def2-TZVPD.

## Properties
orbital gap = 8.512 eV
highest occupied orbital energy = -9.43 eV
E_tot = -2984.50436 Eh
F_max = 0.090 hartree/bohr
2S+1 = 1

Geometry (Å):
C1 -1.454040 -0.715746 0.682152
C2 -2.052596 0.643962 0.093415
C3 -0.585335 -1.247685 -0.430297
C4 -0.930174 1.228028 -0.702276
C5 0.071972 -0.004248 -1.075001
C6 0.222190 1.705012 0.112274
C7 0.965540 0.668041 -0.109914
C8 3.754917 -0.532320 0.292652
F1 4.045887 -0.144471 1.542247
Br1 3.632502 -2.390054 0.390789
H1 -0.906425 -0.421210 1.585338
H2 -2.232743 -1.368016 0.824968
H3 -3.064706 0.393398 -0.323220
H4 -2.207230 1.427658 0.915901
H5 0.330277 -1.963004 -0.053404
H6 -1.230799 -1.912545 -0.980623
H7 -1.225478 1.836548 -1.606010
H8 0.504297 -0.167729 -2.029607
H9 0.292284 2.594217 0.689923
H10 2.069662 0.370166 0.180691

Forces on atoms 1 to 6 (eV/Å):
C 1.152 3.057 -0.207
C -0.724 -0.046 2.271
C 3.007 -1.346 1.095
C 0.042 -0.500 -3.466
C -1.910 -0.821 1.235
C -1.148 1.509 0.556

=====

Record 6
Computed, not measured: a gas-phase ion, C8H10BrIN (charge +1) in a non-equilibrium geometry, with ωB97M-V/def2-TZVPD.

## Properties
orbital gap = 7.759 eV
SMILES = Br[n+]1ccc(CCCI)cc1
charge = +1
highest occupied orbital energy = -12.36 eV
E_tot = -3236.98831 Eh
F_max = 0.062 hartree/bohr
2S+1 = 1

Geometry (Å):
Br1 3.891593 -2.177087 1.240676
N1 2.519611 -1.044649 0.633591
C1 2.509944 -0.666634 -0.685071
C2 1.448475 0.199080 -1.176988
C3 0.424008 0.637392 -0.208827
C4 -0.783861 1.526812 -0.628976
C5 -2.116067 0.843704 -0.107991
C6 -2.252423 -0.686644 -0.459120
I1 -2.478125 -1.975115 1.281381
C7 0.500140 0.213544 1.207577
C8 1.601686 -0.646379 1.580248
H1 3.274941 -1.030751 -1.413083
H2 1.351011 0.538157 -2.229793
H3 -0.857592 1.693395 -1.738655
H4 -0.653859 2.526699 -0.120190
H5 -2.213851 1.077112 0.985717
H6 -2.967232 1.370405 -0.628746
H7 -3.186025 -0.834190 -1.065922
H8 -1.410949 -1.109496 -1.059878
H9 -0.263687 0.537338 1.954026
H10 1.662263 -0.992691 2.640023

Forces on atoms 1 to 6 (eV/Å):
Br -0.272 0.252 -0.266
N -0.334 0.350 0.038
C -2.036 1.487 -1.047
C -0.336 -0.652 3.118
C 0.796 -0.485 0.313
C 0.173 -0.584 0.402

=====

Record 7
Computed, not measured: a molecular structure, C8H10BrNO2S in a non-equilibrium geometry, with ωB97M-V/def2-TZVPD.

## Properties
orbital gap = 9.281 eV
energy relative to the best compared isomer or geometry (same formula, charge and spin) = 43.1 kcal/mol
highest occupied orbital energy = -9.09 eV
E_tot = -3488.12751 Eh
F_max = 0.086 hartree/bohr
2S+1 = 1

Geometry (Å):
C1 0.847195 2.122258 -1.338724
C2 -0.239446 2.968798 -1.464933
C3 0.677192 0.925499 -0.735201
C4 -1.521390 2.620508 -0.940702
C5 -0.569847 0.570445 -0.323477
C6 -1.643590 1.418140 -0.271375
C7 -1.021989 -1.401556 1.723565
C8 0.253993 -2.093256 -0.176251
N1 -0.834628 -1.238919 0.304734
O1 -2.060665 -0.808334 -1.879794
O2 -1.984115 -3.032805 -1.021575
S1 -2.449760 -1.669288 -0.785479
Br1 -3.192989 0.929211 0.692825
H1 1.710537 2.389083 -1.773037
H2 -0.167421 3.902445 -2.103332
H3 1.500950 0.108833 -0.927871
H4 -2.227975 3.411051 -0.876153
H5 -1.381239 -2.462693 1.927639
H6 -0.336126 -1.365831 2.545255
H7 -1.686680 -0.725627 2.098123
H8 -0.073948 -3.166370 -0.279635
H9 0.605211 -1.771365 -1.156161
H10 1.142758 -2.116292 0.628786

Forces on atoms 1 to 6 (eV/Å):
C -3.123 1.230 0.426
C -1.325 0.808 -0.852
C 1.653 -4.056 -0.734
C 2.362 0.482 0.310
C 0.063 -3.547 2.339
C -0.353 0.021 0.128

=====

Record 8
Computed, not measured: a molecular structure, C8H10CeF5NOTe in a non-equilibrium geometry, with ωB97M-V/def2-TZVPD.

## Properties
orbital gap (spin up / spin down) = 6.397 / 6.161 eV
charge = -1
highest occupied orbital energy (spin up / spin down) = -4.14 / -4.15 eV
E_tot = -1683.36028 Eh
F_max = 0.079 hartree/bohr
2S+1 = 2

Geometry (Å):
C1 0.915629 -1.204107 -1.756727
C2 -0.498782 -1.116519 -1.988097
C3 -1.155243 -1.987761 -1.059716
C4 -0.145586 -2.627388 -0.261655
C5 1.128474 -2.122078 -0.683816
Ce1 -0.224144 -0.226784 0.606442
C6 -1.185494 1.568302 -0.732891
C7 0.222037 1.909419 -1.070271
C8 0.734784 2.589348 -2.192056
N1 1.091294 1.435895 -0.168722
H1 -2.236922 -2.175601 -1.017210
H2 -0.989004 -0.523141 -2.768110
H3 -0.326045 -3.344612 0.531272
H4 2.103044 -2.405098 -0.280497
H5 1.687252 -0.685242 -2.330479
H6 -1.811231 1.163754 -1.522665
H7 2.077030 1.665475 -0.300302
H8 -1.673750 2.256254 -0.040753
H9 0.099827 3.061206 -2.945794
H10 1.810304 2.524422 -2.357199
F1 -1.709731 2.095736 4.753077
Te1 -1.845620 0.544200 3.534699
F2 -2.960611 1.572608 2.328147
F3 -3.272230 -0.431769 4.408480
F4 -0.330277 1.417491 2.456265
F5 -0.355520 -0.337080 4.413448
O1 -1.696185 -0.747832 2.164334

Forces on atoms 1 to 6 (eV/Å):
C -0.828 -0.455 0.157
C 0.573 -0.558 0.382
C 0.679 -0.704 -0.444
C -0.101 -0.053 -1.141
C -0.584 -0.122 -0.490
Ce -0.550 2.502 1.159

=====

Record 9
Computed, not measured: 2 unconnected molecules or ions with the total composition C8H10Cl2F6N2O3PS in a non-equilibrium geometry, with ωB97M-V/def2-TZVPD.

## Properties
orbital gap = 8.285 eV
energy relative to the best compared isomer or geometry (same formula, charge and spin) = 0.0 kcal/mol
charge = -1
highest occupied orbital energy = -6.46 eV
E_tot = -2905.25692 Eh
F_max = 0.102 hartree/bohr
2S+1 = 1

Geometry (Å):
C1 1.017302 -2.340048 -0.670619
C2 0.964015 -0.996213 0.118528
S1 1.563544 0.355282 -0.976395
C3 0.444721 1.795933 -0.917938
N1 -0.864794 1.524965 -1.574401
O1 -0.847882 2.159721 -2.851035
C4 -0.454559 1.249055 -3.746989
N2 0.118485 0.484296 -4.331777
C5 -1.967649 2.151408 -0.890946
O2 -1.928397 3.119473 -0.253319
O3 -3.204583 1.506681 -1.089651
C6 -3.447374 0.644868 -0.038562
Cl1 -3.789442 1.344673 1.559886
C7 -3.432169 -0.665455 -0.230366
C8 -3.151002 -1.235639 -1.640420
Cl2 -3.764274 -1.733228 1.144651
H1 1.934628 -2.390744 -1.288913
H2 1.040969 -3.220841 0.001565
H3 0.128574 -2.475458 -1.324465
H4 1.693012 -1.116501 0.976687
H5 -0.041923 -0.836868 0.546787
H6 0.357449 2.201419 0.104887
H7 0.942072 2.583368 -1.521446
H8 -3.569033 -0.492304 -2.343420
H9 -3.776327 -2.147063 -1.719351
H10 -2.079714 -1.431780 -1.801169
F1 3.737919 1.445785 4.299782
P1 3.730621 -0.004329 3.536121
F2 4.552888 -0.497082 2.208339
F3 3.289894 -0.639047 4.976618
F4 5.272389 -0.156622 4.061828
F5 2.905644 0.968282 2.531372
F6 2.624998 -1.155987 3.144132

Forces on atoms 1 to 6 (eV/Å):
C -0.306 0.032 -0.185
C 0.659 -0.972 0.839
S -0.103 0.157 -0.149
C 0.609 -0.187 0.103
N -0.002 -0.173 1.607
O -0.307 -0.706 -1.824

=====

Record 10
Computed, not measured: C8H10Cl2Si in the gas phase in a non-equilibrium geometry, with ωB97M-V/def2-TZVPD.

## Properties
orbital gap = 10.058 eV
energy relative to the best compared isomer or geometry (same formula, charge and spin) = 113.7 kcal/mol
SMILES = C[Si@H](c1ccccc1)C(Cl)Cl
highest occupied orbital energy = -9.33 eV
E_tot = -1520.65632 Eh
F_max = 0.103 hartree/bohr
2S+1 = 1

Geometry (Å):
C1 -0.789106 2.722367 -1.254281
Si1 -1.009304 1.073743 0.349127
C2 0.487698 -0.168863 0.333355
C3 1.079716 -0.423948 1.525856
C4 2.081710 -1.344898 1.651558
C5 2.436228 -2.070207 0.521629
C6 1.775765 -1.904189 -0.701233
C7 0.831473 -0.872430 -0.802785
C8 -2.698515 0.236175 -0.151713
Cl1 -2.575511 -0.377951 -1.811675
Cl2 -3.010033 -1.168649 0.964841
H1 -1.235714 2.440915 -2.180096
H2 -1.572525 3.388633 -0.816956
H3 0.129492 3.174041 -1.363270
H4 -1.282842 1.987518 1.398425
H5 0.858729 0.254227 2.385597
H6 2.665973 -1.595246 2.596643
H7 2.973915 -3.056834 0.707619
H8 2.191243 -2.395872 -1.590208
H9 0.274449 -0.746917 -1.748948
H10 -3.612840 0.848378 -0.013495

Forces on atoms 1 to 6 (eV/Å):
C -3.538 -2.463 3.090
Si 0.912 1.189 -4.449
C -2.702 1.432 -0.637
C 0.736 1.710 2.623
C 1.670 -1.308 0.720
C -0.409 -2.644 0.359